[1]
Formula: C2HNO4
Source: OMol25
Level of theory: ωB97M-V/def2-TZVPD

Structure (XYZ):
```
8
Properties=species:S:1:pos:R:3:forces:R:3:mulliken_charge:R:1
C -0.324 1.295 -0.575 0.974 -0.714 0.879 0.18
C 0.339 -0.044 0.833 -1.521 4.699 1.139 0.29
N 0.332 -1.245 0.061 -3.212 -1.574 0.820 0.93
O 1.127 -1.708 -0.645 3.506 -0.471 -1.665 -0.51
O -0.258 0.900 -1.688 -0.405 0.899 1.679 -0.33
O 0.289 0.095 2.023 0.750 -0.627 -2.328 -0.39
O -0.822 -1.646 0.134 -0.761 -0.053 0.230 -0.48
H -0.683 2.353 -0.143 0.668 -2.159 -0.753 0.30
```
Forces are in eV/Å.

Calculated values
Spin multiplicity: 1
HOMO in eV: -9.999
Energy above the lowest of the compared OMol25 structures with the same formula, charge and spin in kJ/mol: 501.80
Molecular weight in g mol⁻¹: 103.03
Total energy in hartree: -432.321885
LUMO in eV: -0.76
HOMO-LUMO gap in eV: 9.239

=====

[2]
Formula: C21H29N5O3PRu
Source: OMol25
Level of theory: ωB97M-V/def2-TZVPD

Structure (XYZ):
```
60
Properties=species:S:1:pos:R:3:forces:R:3:mulliken_charge:R:1
Ru 0.565 -0.103 -0.188 0.097 0.413 -0.307 0.61
N 0.951 -1.352 -1.864 0.028 0.001 0.078 -0.32
C 2.423 -1.478 -2.096 -0.018 -0.037 0.011 -0.72
C 3.109 -1.479 -0.751 0.018 -0.030 -0.003 -0.30
N 2.682 -0.255 -0.026 -0.148 -0.032 -0.100 -0.37
H 0.582 -2.272 -1.631 -0.034 0.004 0.040 0.21
H 0.506 -1.074 -2.734 -0.010 -0.035 -0.024 0.32
H 2.744 -0.630 -2.703 0.011 0.022 0.031 0.34
H 2.661 -2.387 -2.647 -0.022 0.015 -0.040 0.40
H 4.192 -1.538 -0.855 0.001 0.033 -0.031 0.48
H 2.770 -2.334 -0.168 0.040 -0.009 0.022 0.08
H 3.107 0.556 -0.474 0.094 0.001 0.062 0.33
H 3.047 -0.259 0.922 -0.043 -0.012 0.032 0.26
C -9.724 -0.569 5.764 0.003 0.062 -0.012 -0.81
O -9.883 0.322 4.628 -0.023 -0.065 -0.013 -0.33
C -8.883 0.902 4.055 -0.018 0.019 0.010 0.90
C -9.216 1.736 2.949 0.000 0.022 0.030 -0.68
C -8.238 2.397 2.293 0.022 0.030 -0.006 -0.45
C -6.868 2.209 2.671 -0.013 0.282 0.433 0.42
C -6.543 1.400 3.807 0.055 -0.061 -0.072 -0.34
C -7.525 0.764 4.489 0.006 0.042 0.025 -0.57
N -5.976 2.928 2.011 -0.214 -0.076 -1.483 -0.89
N -4.774 2.992 2.001 0.155 -0.406 1.546 0.40
C -3.588 2.582 1.768 0.035 0.368 -0.504 0.41
C -2.491 3.251 2.467 0.002 0.005 0.019 -0.77
C -1.224 2.825 2.366 -0.018 0.013 -0.001 -0.94
C -0.897 1.726 1.482 0.011 0.010 -0.008 1.20
O 0.255 1.283 1.371 -0.019 -0.142 0.107 -0.64
C -1.958 1.152 0.634 0.002 0.053 -0.054 0.34
N -1.533 0.265 -0.291 0.027 -0.207 0.149 -0.13
C -2.439 -0.243 -1.122 0.034 0.039 -0.061 -0.48
C -3.780 0.132 -1.093 -0.001 0.024 -0.017 -1.01
C -4.210 1.054 -0.161 0.005 -0.056 0.055 -0.46
C -3.280 1.562 0.748 -0.024 -0.011 -0.039 0.77
H -10.680 -1.070 5.857 -0.006 0.008 0.021 0.26
H -9.519 0.025 6.652 0.023 -0.014 0.008 0.38
H -8.936 -1.292 5.569 -0.021 -0.021 -0.005 0.35
H -10.261 1.841 2.690 0.005 -0.021 -0.021 0.48
H -8.457 3.059 1.465 -0.008 0.008 0.014 0.49
H -5.516 1.343 4.144 -0.006 -0.016 0.008 0.45
H -7.298 0.201 5.382 0.011 -0.035 -0.028 0.46
H -2.756 4.089 3.098 0.008 -0.022 0.029 0.55
H -0.416 3.295 2.910 0.002 -0.008 0.007 0.53
H -2.080 -0.949 -1.859 -0.011 -0.032 0.026 0.49
H -4.464 -0.286 -1.819 0.000 -0.001 0.004 0.46
H -5.238 1.392 -0.157 -0.014 -0.044 0.031 0.54
C 1.573 -3.061 2.921 -0.003 -0.009 0.001 -1.24
P 0.061 -2.611 2.080 0.024 0.093 0.124 0.91
C -0.888 -1.576 3.197 0.009 0.028 -0.005 -1.05
C -0.863 -4.109 1.784 0.017 -0.013 -0.017 -1.20
O 0.331 -1.899 0.760 -0.051 -0.194 -0.072 -0.41
H 1.346 -3.592 3.848 -0.001 0.008 0.000 0.43
H 2.153 -2.170 3.163 -0.006 0.002 0.002 0.33
H 2.166 -3.720 2.286 0.001 0.007 -0.002 0.36
H -1.153 -2.124 4.102 0.004 -0.006 -0.006 0.48
H -1.801 -1.254 2.694 -0.014 -0.019 0.017 0.25
H -0.296 -0.704 3.477 0.001 -0.001 -0.013 0.28
H -1.105 -4.594 2.731 0.003 0.005 0.000 0.43
H -0.266 -4.798 1.186 -0.003 0.013 -0.015 0.35
H -1.785 -3.881 1.249 -0.005 0.004 0.012 0.35
```
Forces are in eV/Å.

Calculated values
Spin multiplicity: 1
HOMO (spin up / spin down) in eV: -16.543 / -16.544
Energy above the lowest of the compared OMol25 structures with the same formula, charge and spin in kJ/mol: 60.80
Molecular weight in g mol⁻¹: 531.54
Net charge: +3
Total energy in hartree: -1752.469567
LUMO (spin up / spin down) in eV: -9.88 / -9.88
HOMO-LUMO gap (spin up / spin down) in eV: 6.659 / 6.660